--- 1 ---
Formula: C19H28N2O3S2
Source: OMol25
Level of theory: wB97M-V/def2-TZVPD

Geometry as ORCA input:
```
! wB97M-V def2-TZVPD RIJCOSX def2/J DEFGRID3
* xyz 0 1
C -0.1326 1.4090 0.4925
S 0.2987 -0.3268 0.2757
C 2.0330 -0.1485 -0.2092
C 2.1207 0.6383 -1.5069
O 2.3785 1.8326 -1.4883
N 1.8675 -0.0125 -2.6654
C 1.3663 -1.3804 -2.8297
C 0.5398 -1.2772 -4.1047
C -0.8370 -0.6668 -3.8264
S -1.3006 0.3596 -5.2564
C 0.3622 0.3161 -5.9908
C 1.3194 -0.2541 -4.9539
C 2.5479 -0.8655 -5.6210
C 1.7327 0.7759 -3.8976
C 2.9675 0.3797 0.9069
N 3.6458 -0.9161 0.8969
C 4.3373 -1.4587 1.9260
O 4.6761 -0.7986 2.8900
C 4.7338 -2.9229 1.7721
C 5.4303 -3.2976 0.4415
C 4.6234 -4.4842 -0.0602
C 4.0426 -4.5083 -1.4437
C 5.1430 -5.4640 -1.0600
C 3.7972 -4.9120 1.1300
O 3.5356 -3.7025 1.8262
C 2.7890 -1.5002 -0.1344
H -1.1597 1.4254 0.8526
H 0.5136 1.8751 1.2350
H -0.0649 1.9608 -0.4421
H 2.1881 -2.0919 -2.9558
H 0.7665 -1.6872 -1.9739
H 0.4405 -2.2340 -4.6199
H -1.5939 -1.4350 -3.6776
H -0.8002 -0.0435 -2.9311
H 0.3473 -0.3212 -6.8755
H 0.6533 1.3212 -6.2975
H 3.0533 -0.1250 -6.2437
H 3.2686 -1.2142 -4.8784
H 2.2702 -1.7104 -6.2541
H 0.9706 1.5496 -3.7612
H 2.6694 1.2768 -4.1434
H 3.5924 1.2201 0.6113
H 2.4734 0.5890 1.8563
H 5.3721 -3.1597 2.6270
H 5.4310 -2.4687 -0.2664
H 6.4676 -3.5743 0.6322
H 3.0433 -4.9061 -1.5700
H 4.3011 -3.6951 -2.1110
H 6.1293 -5.2904 -1.4698
H 4.8898 -6.5086 -0.9306
H 2.8429 -5.3691 0.8687
H 4.3604 -5.6013 1.7736
H 2.1914 -2.3452 0.2085
H 3.3207 -1.7772 -1.0453
*
```

Summary:
E_LUMO in eV: 0.39
SMILES string: CSC1(C(=O)N2C[C@H]3CSC[C@@]3(C)C2)CN(C(=O)[C@@H]2CC3(CC3)CO2)C1

=====

--- 2 ---
Formula: C19H28N2O3S2
Source: OMol25
Level of theory: wB97M-V/def2-TZVPD

Geometry as ORCA input:
```
! wB97M-V def2-TZVPD RIJCOSX def2/J DEFGRID3
* xyz 0 1
C -0.1600 1.3297 0.1307
S 0.1898 -0.4316 0.0034
C 1.9639 -0.3700 -0.3420
C 2.2712 0.3017 -1.6749
O 2.5762 1.4796 -1.7132
N 2.2905 -0.4971 -2.7801
C 1.5601 -1.7412 -2.9787
C 0.6264 -1.4851 -4.1787
C -0.8050 -1.1280 -3.7706
S -0.8179 0.6515 -3.4468
C 0.2393 0.8931 -4.8917
C 1.2569 -0.2667 -4.9327
C 1.6255 -0.5752 -6.3796
C 2.5163 0.0580 -4.1040
C 2.8077 0.1883 0.8361
N 3.3671 -1.1476 1.0149
C 4.1202 -1.5656 2.0638
O 4.2917 -0.8425 3.0269
C 4.8266 -2.9327 2.0159
C 5.0550 -3.5810 0.6465
C 3.9673 -4.6508 0.5683
C 3.2689 -5.0150 -0.7038
C 4.2406 -5.9747 -0.0775
C 3.2275 -4.5694 1.8928
O 4.1052 -3.8948 2.7800
C 2.6277 -1.7518 -0.0898
H -1.2292 1.4150 0.3179
H 0.3854 1.7709 0.9633
H 0.0869 1.8399 -0.7965
H 2.2739 -2.5327 -3.2328
H 1.0190 -2.0473 -2.0871
H 0.6044 -2.3744 -4.8120
H -1.5012 -1.3513 -4.5815
H -1.1335 -1.6624 -2.8800
H -0.3735 0.8880 -5.7957
H 0.7295 1.8626 -4.8152
H 2.0838 0.2940 -6.8568
H 2.3353 -1.4027 -6.4359
H 0.7400 -0.8466 -6.9570
H 2.7585 1.1153 -4.0427
H 3.3728 -0.4617 -4.5494
H 3.5473 0.9328 0.5446
H 2.2270 0.5392 1.6882
H 5.7617 -2.7513 2.5435
H 5.0180 -2.8581 -0.1671
H 6.0429 -4.0414 0.6307
H 2.2127 -5.2532 -0.6567
H 3.5686 -4.5060 -1.6117
H 5.2033 -6.1139 -0.5525
H 3.8450 -6.8637 0.3965
H 2.2846 -4.0134 1.7966
H 3.0082 -5.5464 2.3230
H 1.9319 -2.5381 0.2086
H 3.2448 -2.1008 -0.9179
*
```

Summary:
E_LUMO in eV: 0.38
SMILES string: CSC1(C(=O)N2C[C@H]3CSC[C@@]3(C)C2)CN(C(=O)[C@@H]2CC3(CC3)CO2)C1

=====

Quick one: least stable of them? 2

=====

--- 1 ---
Formula: C3H4N2
Source: OMol25
Level of theory: wB97M-V/def2-TZVPD

Geometry as ORCA input:
```
! wB97M-V def2-TZVPD RIJCOSX def2/J DEFGRID3
* xyz 0 1
N 0.3318 -1.0679 0.0822
C -0.3944 -0.7098 -0.9732
C -0.5895 0.7467 -0.6576
N -0.0152 1.0713 0.6608
C 0.5091 -0.0210 1.0331
H 0.7045 -1.9989 0.2023
H -0.0061 1.2106 -1.4645
H -1.6098 1.1314 -0.7589
H 1.0413 -0.1950 1.9636
*
```

Summary:
E_LUMO in eV: 0.91

=====

--- 2 ---
Formula: C3H4N2
Source: OMol25
Level of theory: wB97M-V/def2-TZVPD

Geometry as ORCA input:
```
! wB97M-V def2-TZVPD RIJCOSX def2/J DEFGRID3
* xyz 0 1
N 1.0089 0.2219 0.5685
C -0.2376 -0.1114 0.9450
C -0.9749 -0.1653 -0.2024
C -0.0762 0.1391 -1.2431
N 1.1331 0.3876 -0.7557
H 1.8126 0.3344 1.1583
H -0.5306 -0.2615 1.9741
H -1.8692 -0.7518 -0.1006
H -0.2479 0.2049 -2.3107
*
```

Summary:
E_LUMO in eV: 1.07
SMILES string: c1cn[nH]c1

=====

Quick one: least stable of them? 1

=====

--- 1 ---
Formula: C3H4N2
Source: OMol25
Level of theory: wB97M-V/def2-TZVPD

Geometry as ORCA input:
```
! wB97M-V def2-TZVPD RIJCOSX def2/J DEFGRID3
* xyz 0 1
N -1.4051 -0.2946 -2.1325
C -0.8875 -0.1699 -1.0205
C -0.3252 -0.0317 0.1301
C 0.7216 0.6394 0.8720
N 0.4728 -0.8171 1.0197
H -0.6418 -0.5121 -2.7791
H 1.6367 0.8848 0.3371
H 0.4615 1.3038 1.6905
H -0.0330 -1.0027 1.8826
*
```

Summary:
E_LUMO in eV: 0.98
SMILES string: N=C=C1CN1

=====

--- 2 ---
Formula: C3H4N2
Source: OMol25
Level of theory: wB97M-V/def2-TZVPD

Geometry as ORCA input:
```
! wB97M-V def2-TZVPD RIJCOSX def2/J DEFGRID3
* xyz 0 1
N 2.1189 0.7221 -0.5497
C 1.7642 -0.3446 -0.1631
C 0.3499 0.2353 -0.0686
C -0.9710 -0.3550 -0.2816
N -0.5523 0.1752 1.0430
H 0.4588 1.2657 -0.4664
H -1.6627 0.2946 -0.8145
H -1.1433 -1.4189 -0.4022
H -0.3626 -0.5743 1.7033
*
```

Summary:
E_LUMO in eV: -0.09

=====

Quick one: least stable of them? 2